[1]
Computed, not measured: C22H17CrNO5 as an isolated structure at a distorted geometry, with ωB97M-V with the def2-TZVPD basis set.

Each line ends with the Mulliken spin population.
Atoms and positions in Å:
H: -2.086 3.800 5.874  -0.003
C: 2.013 -2.395 0.446  0.005
H: 1.750 2.871 0.276  0.003
H: -4.089 7.321 4.363  0.000
C: -5.413 4.562 6.339  -0.059
C: -2.561 4.339 5.052  0.025
H: -4.994 -3.280 0.145  0.008
C: -2.721 3.670 3.813  0.026
H: -3.821 0.627 1.580  0.018
H: 2.994 1.588 0.468  0.005
C: -3.345 -3.229 1.553  -0.065
H: -5.312 -0.789 0.174  -0.002
C: 2.135 2.083 0.927  0.004
O: -0.127 1.417 1.262  0.175
O: -7.574 4.593 3.818  0.055
O: -6.028 4.595 7.329  0.040
C: -4.526 -1.259 0.772  -0.071
C: -3.004 5.654 5.237  -0.034
C: -2.502 -2.424 2.312  0.125
C: -2.381 2.269 3.690  0.264
C: -6.429 4.571 4.031  -0.072
C: -5.075 2.544 4.794  -0.032
O: 0.171 -1.919 1.838  0.101
H: 1.422 -2.877 -0.340  0.002
H: 2.453 2.547 1.869  -0.001
C: -2.133 1.118 3.323  0.082
H: -3.201 -4.313 1.565  -0.001
C: 1.053 1.051 1.183  -0.036
C: -4.344 -2.648 0.753  0.142
C: -3.507 4.320 2.828  0.048
H: -3.771 3.771 1.918  -0.001
C: -3.965 5.631 3.007  -0.051
C: -3.688 -0.456 1.546  0.118
H: -4.557 6.109 2.221  -0.008
H: 2.841 -1.848 -0.003  0.003
O: -5.511 1.475 4.955  -0.003
H: -1.714 -2.874 2.917  0.002
C: -2.614 -1.008 2.297  0.001
C: -3.708 6.304 4.213  0.075
Cr: -4.627 4.356 4.618  1.089
H: -2.829 6.143 6.201  -0.007
C: 1.147 -1.439 1.243  -0.015
C: -1.713 -0.132 2.990  0.286
H: -0.766 -0.529 3.340  0.000
H: 2.393 -3.182 1.105  0.002
N: 1.577 -0.174 1.304  0.758

- total energy (eV) = -63227.2448
- energy relative to the best compared isomer or geometry (same formula, charge and spin) (kJ/mol) = 43.2
- total charge = +1
- frontier orbital gap (spin up / spin down) (eV) = 6.587 / 5.691
- multiplicity = 4
- highest occupied orbital energy (spin up / spin down) (hartree) = -0.3566 / -0.4189



[2]
Computed, not measured: C39H45EuN5O as an isolated structure at a distorted geometry, with ωB97M-V with the def2-TZVPD basis set.

Each line ends with the Mulliken spin population.
Atoms and positions in Å:
C: -0.022 -3.839 -0.951  -0.336
C: -1.783 -2.013 -1.598  -0.200
C: -0.559 4.584 4.784  -0.015
H: 4.055 -7.318 0.212  -0.453
H: 3.547 -6.463 1.708  -0.113
C: -1.449 -1.817 -3.030  -0.022
C: -2.538 -1.505 0.528  -0.007
C: 1.240 1.457 -1.870  0.006
H: -4.215 -0.431 1.289  -0.017
H: -4.583 2.303 2.513  -0.013
H: 3.324 -4.032 -4.230  -0.247
H: -3.426 5.593 2.584  -0.014
C: -0.939 -2.989 1.926  -0.054
C: 1.510 3.773 -1.114  -0.007
C: 2.367 -0.095 -3.505  -0.043
C: 3.257 -2.877 -1.407  2.709
H: 3.906 4.943 0.977  0.002
C: 3.886 -5.187 0.010  -5.311
C: 3.983 -3.935 0.627  2.954
H: -6.579 2.181 1.001  0.046
C: 2.604 -4.284 -3.444  0.172
C: 4.193 -6.414 0.817  0.821
C: -3.252 -0.828 1.639  0.052
C: -0.187 2.958 2.789  0.057
H: -0.621 5.678 4.644  0.013
H: -1.191 4.312 5.647  0.018
H: -4.470 -0.006 -0.834  -0.001
N: 1.829 0.233 -2.234  0.139
N: 3.313 2.159 -0.781  0.004
H: 5.232 -6.409 1.177  -0.163
C: -4.540 2.672 1.485  0.329
H: -3.441 -1.521 2.475  0.012
H: 3.482 -6.246 -1.829  1.177
C: 2.057 2.456 -1.232  0.006
H: -0.714 -1.003 -3.201  0.028
H: 2.326 -5.333 -3.591  -0.082
C: 3.682 -2.764 -0.067  -2.036
C: 2.059 -0.780 -1.316  -0.216
H: 0.480 4.342 5.047  -0.027
H: -0.100 -3.668 1.739  -0.023
C: 2.955 -1.291 -3.354  -0.083
Eu: -0.315 -0.124 -0.479  5.412
C: -3.227 4.847 3.368  0.210
H: -0.997 -2.718 -3.464  -0.019
C: -4.327 3.669 -1.128  -0.157
H: 3.507 -1.884 -4.058  0.184
C: -0.922 3.833 3.559  -0.023
C: -2.715 -1.212 -0.858  0.081
C: -3.223 3.726 -0.279  0.303
C: 3.519 -5.269 -1.336  3.360
H: -2.350 -1.560 -3.600  -0.007
H: -0.589 -2.183 2.588  0.111
H: -2.687 0.034 2.039  -0.028
H: -3.009 0.898 -1.261  0.039
H: -2.934 5.367 4.282  -0.028
H: 0.822 2.622 2.949  0.012
C: 2.167 4.705 -0.330  0.011
C: 3.956 3.072 -0.070  0.002
H: 1.730 5.699 -0.201  -0.002
H: -0.206 -4.778 -0.405  -0.208
H: 4.668 -0.839 0.131  -0.008
H: 2.342 0.617 -4.324  -0.058
C: 3.162 -4.125 -2.066  -2.660
H: 0.984 -3.506 -0.651  0.124
N: -2.192 3.231 1.872  0.020
C: -1.493 -2.464 0.652  -0.191
H: 4.958 2.774 0.284  -0.002
N: -2.137 3.968 2.998  0.017
H: -3.737 -0.195 -2.450  0.004
H: -2.268 4.173 -0.572  0.035
N: 2.796 -1.689 -2.018  -0.263
C: -5.520 3.079 -0.685  0.360
H: 4.120 -1.580 1.649  0.102
H: 0.020 -4.079 -2.021  0.241
C: -1.022 2.533 1.723  -0.112
H: -4.248 4.091 -2.135  0.031
H: 4.315 -3.865 1.663  0.825
C: -1.060 -2.817 -0.657  0.245
H: 0.598 3.981 -1.677  0.003
C: -5.636 2.597 0.628  -0.129
C: 3.393 4.326 0.255  -0.001
H: -1.703 -3.555 2.476  -0.020
O: -0.839 1.714 0.769  -0.002
H: -4.143 4.277 3.563  -0.025
C: -3.520 -0.080 -1.379  -0.063
C: 3.866 -1.436 0.591  0.070
H: -6.373 3.004 -1.364  0.066
C: -3.342 3.214 1.014  -0.090
H: 0.485 1.827 -2.570  -0.010
H: 2.952 -0.810 0.572  -0.021
H: 1.692 -3.702 -3.620  0.195

- total energy (eV) = -69993.9292
- total charge = -2
- frontier orbital gap (spin up / spin down) (eV) = 1.239 / 4.009
- multiplicity = 8
- highest occupied orbital energy (spin up / spin down) (hartree) = 0.0956 / -0.0106



[3]
Computed, not measured: a 7-piece molecular cluster, C12H38N15O10S overall at a distorted geometry, with ωB97M-V with the def2-TZVPD basis set.

Each line ends with the Mulliken charge.
Atoms and positions in Å:
H: -0.562 3.855 -3.390  0.158
H: 3.466 0.450 -0.866  0.297
H: 3.266 1.954 -3.500  0.362
O: -0.365 -1.533 4.435  -0.637
H: -0.953 -2.814 6.459  0.190
H: 0.494 -0.528 2.358  0.118
N: 1.646 -2.579 1.433  -0.263
S: -0.084 4.719 -2.420  1.167
C: 3.112 1.057 -2.843  -0.391
H: 0.758 -2.801 1.850  0.112
H: 2.905 2.978 1.069  0.237
H: 2.194 -3.320 1.031  0.181
N: 3.302 3.032 0.137  -0.246
H: 0.402 -6.989 8.529  0.227
H: 1.197 0.291 5.087  0.186
H: 0.745 -4.446 5.424  0.121
O: -1.224 5.447 -1.811  -0.649
H: 1.545 4.634 -0.664  0.649
H: -3.781 -0.062 -6.102  0.162
H: -3.060 5.016 -5.762  0.184
H: -2.181 0.640 -1.696  0.332
N: -2.078 -4.933 3.266  -0.344
H: -3.076 -0.619 -4.625  0.226
C: -1.393 5.172 -7.018  0.679
H: -1.424 1.909 0.668  0.332
O: -1.572 1.327 -4.273  -0.446
N: -1.845 -7.113 2.600  -0.448
N: -3.143 0.081 -5.342  -0.411
H: -1.012 5.791 -5.067  0.170
O: -0.948 4.997 -8.139  -0.642
H: 0.781 -6.148 5.117  0.156
H: 0.222 1.885 -3.096  0.334
H: 1.755 0.573 1.907  0.117
C: -1.303 -5.867 2.653  0.744
C: -1.518 1.453 -1.282  -0.114
H: -2.744 -7.347 2.977  0.155
H: -0.063 -0.183 -1.276  0.381
N: 1.393 -0.362 1.932  -0.237
N: 0.706 -5.390 5.769  -0.266
H: 0.230 3.480 -0.244  0.297
H: -0.007 -1.892 7.573  0.135
N: -2.679 4.882 -6.681  -0.443
O: 1.770 0.595 -2.776  -0.398
C: 2.841 2.407 -0.966  0.003
H: 0.382 1.147 -0.101  -0.134
H: -1.900 2.913 -6.140  0.095
O: -0.201 -5.606 2.185  -0.642
N: -0.648 5.657 -5.993  -0.278
N: 0.512 -6.840 7.542  -0.398
H: 3.757 0.244 -3.284  0.361
H: -3.096 1.999 -6.987  0.187
O: -2.076 1.906 -0.043  -0.592
O: 0.470 -4.594 7.866  -0.635
N: 3.608 1.288 -1.459  -0.213
H: -2.981 -5.127 3.656  0.173
N: -2.472 2.094 -6.208  -0.271
C: 0.045 -1.302 5.574  0.707
N: -0.325 -2.050 6.635  -0.354
C: 2.162 -1.330 1.380  0.710
C: -0.005 0.933 -1.144  -0.278
O: 3.247 -1.074 0.871  -0.760
H: -1.712 -3.999 3.326  0.155
H: -3.268 4.508 -7.403  0.228
N: 1.709 2.784 -1.727  0.159
C: 0.557 -5.551 7.111  0.625
C: 0.879 3.827 -1.089  -0.779
C: 0.919 1.630 -2.241  -0.032
C: -2.350 1.175 -5.218  0.464
H: 1.246 -0.082 6.774  0.166
H: -1.588 2.314 -2.013  0.048
H: -1.302 -7.831 2.154  0.228
N: 0.901 -0.283 5.854  -0.388
H: 4.087 3.674 0.006  0.275
H: 0.582 -7.634 6.934  0.165
O: 0.928 5.626 -3.061  -0.626
H: 0.315 5.878 -6.180  0.157

- total energy (eV) = -66719.0690
- total charge = +1
- frontier orbital gap (eV) = 7.041
- highest occupied orbital energy (hartree) = -0.4232



> Which value of total energy does entry 3 give?

-66719.0690 eV



> Which of these has the highest total energy?

C22H17CrNO5



> Which value of total energy does entry 1 give?

-63227.2448 eV